Entry 1:
Formula: C12H24Cl2N2O
Source: OMol25
Level of theory: ωB97M-V with the def2-TZVPD basis set

The calculation puts the lowest unoccupied orbital energy at -0.789 eV. The calculation puts the HOMO-LUMO gap at 3.922 eV. The calculation puts the HOMO energy at -0.1731 Ha. The value obtained for the energy is -1576.4973 Ha.

Element x y z (Å)
C1 1.83101 2.13368 -2.84080
C2 1.00896 3.52034 -3.22265
Cl1 1.99564 5.05874 -3.70729
C3 -0.47719 3.55013 -3.14960
N1 -1.35834 2.38190 -2.73735
Cl2 -1.38580 5.15681 -3.53890
H1 2.51058 2.40302 -1.90986
H2 2.44529 1.69102 -3.74612
H3 1.12170 1.25817 -2.46852
H4 -1.45858 2.45172 -1.68627
H5 -2.30176 2.46248 -3.22138
H6 -0.98060 1.43901 -3.01547
C4 -0.09796 0.97907 2.25224
C5 0.57537 -0.02672 1.29270
C6 1.30407 -1.12364 2.11243
C7 0.39306 -2.11320 2.83086
C8 -0.95474 -2.31363 2.14917
C9 -0.97948 -1.96476 0.63896
N2 -0.52965 -0.57025 0.48088
O1 -0.53364 -0.14140 -0.83823
C10 -2.46331 -2.06796 0.19281
C11 -0.16708 -3.01579 -0.15134
C12 1.69221 0.74103 0.52802
H7 -0.58764 1.78696 1.69892
H8 0.63503 1.44128 2.92491
H9 -0.85965 0.50422 2.87738
H10 1.96747 -1.69112 1.44806
H11 1.97267 -0.66283 2.85495
H12 0.91455 -3.07518 2.91151
H13 0.22236 -1.77961 3.86116
H14 -1.28674 -3.34732 2.31279
H15 -1.69213 -1.69055 2.67176
H16 -3.07884 -1.30968 0.69200
H17 -2.88298 -3.04949 0.44662
H18 -2.57995 -1.93770 -0.88964
H19 -0.57300 -4.02183 0.01798
H20 0.88861 -3.04541 0.13406
H21 -0.20964 -2.83630 -1.23091
H22 2.43301 1.14997 1.22763
H23 1.29762 1.59165 -0.03813
H24 2.22947 0.08318 -0.16536

Forces on the atoms, in the same order (eV/Å):
-0.195 0.376 0.347
-3.542 -1.198 0.389
-1.959 -2.849 0.913
4.637 1.969 -1.201
0.060 1.160 -0.525
1.200 -2.943 0.773
-1.245 -0.597 -2.161
-1.150 1.375 1.824
1.109 1.917 -0.556
-0.063 -1.058 -0.834
1.273 0.083 0.894
-0.014 0.778 0.927
0.336 0.183 0.381
0.188 0.066 0.655
0.215 0.019 -0.076
0.155 -0.169 0.287
-0.283 0.167 -0.030
-0.037 -0.076 0.266
-0.348 -0.127 0.034
0.029 0.732 -1.145
0.113 0.108 -0.180
0.037 -0.162 -0.189
-0.334 -0.221 -0.266
0.031 -0.180 -0.127
0.032 0.040 0.008
0.092 -0.080 -0.164
-0.135 0.215 -0.115
-0.133 0.100 -0.211
-0.011 0.147 0.011
0.006 -0.059 -0.097
-0.004 0.126 -0.262
-0.004 0.034 -0.305
0.244 -0.036 -0.035
0.192 0.040 0.035
0.196 0.079 0.204
-0.011 0.130 0.051
-0.100 0.103 0.052
-0.033 0.212 0.195
-0.219 -0.216 0.124
-0.128 -0.246 0.082
-0.197 0.059 0.026

---

Entry 2:
Formula: C4H16AgClN8O4
Source: OMol25
Level of theory: ωB97M-V with the def2-TZVPD basis set

The expectation value of S² is 0.76. Its charge is +1. Its spin multiplicity is 2. The calculation puts the lowest unoccupied orbital energy (spin up / spin down) at -5.174 / -7.639 eV. The calculation puts the HOMO-LUMO gap (spin up / spin down) at 6.709 / 4.242 eV. The calculation puts the HOMO energy (spin up / spin down) at -0.4367 / -0.4366 Ha. The value obtained for the energy is -1507.7137 Ha.

Element x y z (Å)
Ag1 -32.08430 -7.37270 -18.84290
Cl1 -31.76785 -7.27272 -21.00808
C1 -30.77006 -9.84399 -23.08621
O1 -30.73581 -10.62289 -24.02539
N1 -31.81513 -9.19335 -22.62597
N2 -29.70976 -9.34672 -22.41749
H1 -32.67762 -9.51159 -23.04425
H2 -31.86793 -8.35981 -22.05806
H3 -29.74154 -8.63840 -21.69819
H4 -28.82450 -9.58172 -22.84315
C2 -35.19305 -7.36407 -22.12526
O2 -35.58835 -6.56306 -21.35674
N3 -33.99702 -7.78194 -22.11048
N4 -35.96624 -8.06195 -22.93867
H5 -33.46298 -7.28416 -21.41253
H6 -33.76363 -8.67694 -22.51617
H7 -36.94355 -7.86776 -23.10380
H8 -35.44395 -8.37428 -23.74474
C3 -28.37915 -7.39127 -20.83291
O3 -28.67419 -8.54137 -20.91171
N5 -27.09779 -6.96602 -21.01810
N6 -29.17587 -6.43843 -20.61241
H9 -26.46388 -7.68331 -21.34021
H10 -26.58179 -6.09943 -20.96458
H11 -30.18033 -6.52547 -20.55265
H12 -28.76306 -5.58108 -20.27385
C4 -32.48997 -3.93032 -21.77876
O4 -33.68029 -4.05987 -21.93165
N7 -31.64164 -4.81177 -21.29724
N8 -31.87035 -2.82936 -22.15375
H13 -32.07871 -5.70889 -21.14150
H14 -30.65256 -4.65184 -21.16986
H15 -32.35423 -2.05962 -22.59360
H16 -30.93466 -2.60238 -21.84868

Forces on the atoms, in the same order (eV/Å):
-0.628 -0.198 2.617
2.427 -1.408 2.613
-0.552 -0.881 -1.173
0.431 0.301 0.594
-2.922 -3.125 -2.323
0.076 -2.686 -4.654
0.489 -0.250 -0.330
0.442 -1.076 -0.914
-0.449 0.752 0.362
0.448 -0.030 0.362
-4.274 -0.051 0.104
-1.351 3.144 2.633
4.395 -1.405 -0.552
-1.557 -1.785 -2.978
-1.186 -0.885 -0.954
-0.606 0.979 0.796
0.324 0.365 0.250
-0.701 -0.232 -0.263
5.100 2.246 -0.016
1.549 -2.707 3.126
2.145 -1.738 -0.698
-2.653 5.019 1.816
-0.134 -0.204 0.291
-1.168 0.392 0.219
0.804 -0.179 0.209
-0.155 0.053 -0.326
-1.117 1.970 -0.934
-0.861 -1.132 0.135
0.560 -0.860 1.440
1.740 3.626 -1.095
0.382 2.501 -0.097
-0.518 0.018 -0.370
-0.251 -0.373 0.254
-0.228 -0.162 -0.143

---

Entry 3:
Formula: C35H46MoN5O5PS4Si
Source: OMol25
Level of theory: ωB97M-V with the def2-TZVPD basis set

The expectation value of S² is 2.03. Its spin multiplicity is 3. The calculation puts the lowest unoccupied orbital energy (spin up / spin down) at -1.079 / -1.605 eV. The calculation puts the HOMO-LUMO gap (spin up / spin down) at 6.950 / 6.647 eV. The calculation puts the HOMO energy (spin up / spin down) at -0.2951 / -0.3033 Ha. The value obtained for the energy is -4303.3019 Ha.

Element x y z (Å)
Mo1 -0.41180 -0.51732 -0.61153
C1 -0.68271 -2.60452 4.22943
C2 -0.98033 -1.14273 4.51103
C3 -2.48717 -0.91437 4.52661
C4 -0.33057 -0.69719 5.81471
O1 -0.37441 -0.40390 3.41397
Si1 -0.08534 1.16275 3.19478
S1 -0.29373 1.56943 1.05216
O2 -1.22973 2.04076 3.93370
C5 -1.27207 3.43618 4.33093
C6 -0.67248 4.33109 3.25429
C7 -0.50976 3.57202 5.64198
C8 -2.74533 3.75290 4.52469
O3 1.36286 1.70742 3.64588
C9 2.72359 1.45849 3.20658
C10 3.06999 2.50446 2.15929
C11 2.84938 0.05547 2.64206
C12 3.59154 1.62554 4.44378
H1 -1.17467 -3.24041 4.96755
H2 0.39223 -2.79412 4.26310
H3 -1.05474 -2.86787 3.23850
H4 -2.94366 -1.50743 5.32280
H5 -2.92251 -1.22347 3.57427
H6 -2.71830 0.13583 4.69865
H7 -0.70942 -1.28827 6.65092
H8 -0.54779 0.35659 6.01314
H9 0.75352 -0.82784 5.75915
H10 0.38634 4.10700 3.10117
H11 -0.75727 5.37599 3.56060
H12 -1.20396 4.21074 2.30813
H13 0.53244 3.27875 5.50271
H14 -0.95809 2.93321 6.40662
H15 -0.54000 4.60596 5.99418
H16 -3.28055 3.67539 3.57557
H17 -2.86940 4.76723 4.91041
H18 -3.18897 3.05297 5.23527
H19 2.41203 2.41997 1.28933
H20 4.09761 2.36276 1.81851
H21 2.97076 3.50970 2.57640
H22 2.21561 -0.07180 1.75893
H23 2.54787 -0.68812 3.38593
H24 3.88376 -0.12973 2.34683
H25 3.46498 2.62614 4.86346
H26 4.64344 1.48350 4.18571
H27 3.31411 0.88982 5.20174
O4 1.09097 -4.19238 0.05751
S2 1.00767 -3.13350 1.05855
N1 0.40220 -1.83726 0.67864
C13 -3.22314 -3.42982 -1.72303
C14 -1.78573 -3.08900 -1.89196
O5 -1.39926 -2.01729 -1.40771
C15 -0.84364 -3.97784 -2.55239
C16 -1.28323 -5.18668 -3.09749
C17 -0.38079 -6.04635 -3.69189
C18 0.96747 -5.71008 -3.73626
C19 1.41267 -4.51391 -3.19286
C20 0.51135 -3.64775 -2.60439
H28 -3.72344 -2.62204 -1.19792
H29 -3.32304 -4.36380 -1.16883
H30 -3.67511 -3.55916 -2.70714
H31 -2.33216 -5.45210 -3.06565
H32 -0.72301 -6.97972 -4.11879
H33 1.67642 -6.38856 -4.19431
H34 2.46293 -4.25608 -3.22269
H35 0.86650 -2.72171 -2.18754
N2 5.60737 -0.05366 0.40866
C21 4.76457 0.23795 -0.33107
N3 3.84729 0.60218 -1.22182
C22 2.62762 0.30433 -1.09803
N4 1.47301 0.10574 -1.10568
S3 -2.57097 -1.32589 -4.47148
P1 -1.37921 0.19477 -4.11745
S4 -1.43689 1.07380 -2.25261
C23 -1.71258 1.57620 -5.25863
C24 -2.41766 2.71170 -4.87611
C25 -2.69131 3.70671 -5.80670
C26 -2.26211 3.57186 -7.11832
C27 -1.56152 2.43628 -7.50513
C28 -1.29010 1.44074 -6.58039
C29 0.36398 -0.20904 -4.44105
C30 1.35277 0.72877 -4.14263
C31 2.68227 0.44339 -4.40407
C32 3.03191 -0.78044 -4.96717
C33 2.05028 -1.71087 -5.27066
C34 0.71428 -1.42790 -5.00581
H36 -2.75225 2.82092 -3.85334
H37 -3.24041 4.58909 -5.50245
H38 -2.47413 4.35043 -7.84188
H39 -1.22589 2.32633 -8.52918
H40 -0.74671 0.55326 -6.88586
H41 1.07728 1.67475 -3.69203
H42 3.44901 1.16700 -4.15676
H43 4.07380 -1.00539 -5.16385
H44 2.31922 -2.66177 -5.71558
H45 -0.06434 -2.14710 -5.23441
N5 -2.82852 0.31291 1.13536
C35 -1.67059 0.43142 0.69857
H46 -3.08243 0.99765 1.84984

Forces on the atoms, in the same order (eV/Å):
0.168 0.705 0.123
0.067 -0.035 -0.044
0.103 0.049 0.024
0.061 0.041 -0.081
0.004 0.073 0.009
-0.231 -0.052 0.033
0.120 -0.093 0.275
-0.012 -0.149 -0.343
-0.065 0.117 -0.077
0.001 -0.045 0.050
0.035 -0.009 -0.027
0.048 -0.015 0.017
-0.067 0.009 0.010
-0.036 0.038 -0.037
0.020 0.005 0.025
0.016 0.032 -0.079
-0.016 -0.105 0.008
0.013 0.005 0.016
0.028 0.022 0.006
-0.040 0.006 -0.035
0.000 -0.014 0.029
0.047 0.030 -0.033
0.012 0.026 0.009
-0.008 0.035 -0.002
0.007 0.014 -0.028
0.018 -0.071 -0.005
-0.071 0.007 0.008
-0.063 0.008 -0.001
0.010 -0.044 -0.005
0.028 -0.008 0.031
-0.048 0.017 0.025
0.023 0.028 -0.032
-0.008 -0.053 -0.024
0.014 -0.007 0.042
0.005 -0.047 -0.029
0.010 0.032 -0.018
0.048 0.000 0.046
-0.021 0.015 0.009
0.006 -0.049 -0.027
0.011 -0.010 0.045
0.025 0.049 -0.055
-0.057 -0.025 0.021
0.005 -0.051 -0.016
-0.065 0.004 0.013
0.016 0.032 -0.026
0.080 -0.127 0.176
-0.068 0.075 -0.088
0.038 0.062 0.123
-0.058 -0.067 0.011
-0.146 -0.312 -0.316
0.218 0.365 0.237
0.072 0.023 -0.055
-0.051 -0.065 -0.059
-0.056 -0.039 -0.003
0.045 0.044 0.027
0.009 -0.021 -0.060
-0.082 -0.136 -0.196
-0.026 0.006 -0.006
-0.003 -0.023 0.017
0.000 0.010 0.025
0.040 0.014 0.000
0.002 0.015 0.009
-0.017 0.006 0.002
-0.019 -0.003 0.004
0.051 0.156 0.049
-0.240 0.164 -0.232
0.107 -0.150 0.085
0.094 0.029 0.098
0.209 0.110 0.024
-0.312 -0.404 0.195
0.039 0.047 0.029
-0.031 -0.007 -0.104
-0.005 -0.109 0.155
0.000 -0.012 -0.005
0.008 -0.010 -0.036
0.009 -0.032 0.027
-0.008 0.009 -0.014
0.009 -0.017 -0.004
0.009 -0.005 0.006
0.010 -0.008 0.016
0.076 -0.002 -0.082
-0.022 0.027 -0.024
-0.001 -0.005 0.009
-0.001 -0.012 -0.002
0.020 -0.008 -0.037
0.002 0.003 0.016
0.011 -0.019 -0.003
0.011 -0.033 0.034
-0.009 0.001 0.034
-0.014 0.026 0.009
-0.002 0.000 -0.001
-0.023 -0.028 -0.005
-0.044 0.014 -0.001
-0.007 0.023 0.025
0.021 0.020 0.006
0.108 0.029 0.049
-0.210 -0.134 -0.016
-0.003 -0.006 0.001